(1)
This record from the Open Molecules 2025 dataset describes a cluster of 4 separate species, C15H34BBrNO6 in total in a non-equilibrium geometry. The level of theory is the ωB97M-V functional and the def2-TZVPD basis.

Geometry as XYZ:
```
58
Properties=species:S:1:pos:R:3:lowdin_charge:R:1
C 0.93 2.11 1.42 -0.173
C 0.15 1.07 0.63 -0.671
Br 1.44 -0.48 0.45 0.532
C -1.13 0.59 1.30 -0.174
B -2.49 1.40 0.81 -0.636
O -3.40 1.76 1.98 -0.081
C -3.53 3.14 2.07 -0.199
C -2.25 3.63 1.34 -0.365
N -2.32 5.02 0.79 0.171
C -1.73 5.13 -0.27 -0.334
O -1.16 5.41 -1.25 0.151
O -2.17 2.76 0.25 -0.039
H 1.88 2.29 0.90 0.051
H 0.41 3.05 1.51 0.065
H 1.20 1.68 2.39 0.057
H -0.01 1.42 -0.38 0.088
H -1.03 0.59 2.39 0.098
H -1.27 -0.45 1.01 0.051
H -3.19 0.76 0.04 0.098
H -3.44 3.45 3.12 0.112
H -4.40 3.57 1.55 0.115
H -1.45 3.51 2.08 0.132
C -3.66 -3.16 -1.38 -0.060
C -3.06 -1.86 -1.91 -0.493
C -2.92 -1.89 -3.42 -0.057
O -1.81 -1.61 -1.30 -0.060
H -3.00 -4.00 -1.62 0.070
H -3.75 -3.12 -0.29 0.079
H -4.64 -3.35 -1.81 0.072
H -3.70 -1.03 -1.61 0.125
H -2.25 -2.69 -3.73 0.056
H -2.50 -0.95 -3.78 0.081
H -3.89 -2.04 -3.91 0.073
H -1.20 -2.33 -1.52 0.053
C 4.44 4.21 3.63 -0.064
C 4.35 2.79 4.17 -0.502
C 5.71 2.10 4.16 -0.068
O 3.41 2.03 3.43 -0.061
H 4.78 4.19 2.59 0.081
H 3.46 4.68 3.65 0.080
H 5.14 4.81 4.21 0.074
H 3.97 2.81 5.20 0.136
H 6.09 2.03 3.13 0.079
H 5.63 1.09 4.55 0.077
H 6.44 2.65 4.76 0.074
H 3.70 1.99 2.51 0.081
C 0.43 -6.04 -3.04 -0.061
C 0.19 -4.68 -3.69 -0.498
C 1.28 -4.34 -4.68 -0.060
O 0.09 -3.67 -2.69 -0.062
H 1.37 -6.03 -2.48 0.081
H -0.36 -6.27 -2.33 0.078
H 0.47 -6.83 -3.78 0.077
H -0.78 -4.69 -4.19 0.132
H 2.25 -4.28 -4.18 0.081
H 1.09 -3.36 -5.14 0.081
H 1.35 -5.08 -5.48 0.077
H 0.93 -3.63 -2.22 0.099
```

Results
multiplicity: 1
E_LUMO: 2.43 eV
E_tot: -100603.2818 eV
max |F|: 1.89 eV/Å
total charge: -1



(2)
This record from the Open Molecules 2025 dataset describes a cluster of 3 separate species, C15H34IN2O8P in total in a non-equilibrium geometry. The level of theory is the ωB97M-V functional and the def2-TZVPD basis.

Geometry as XYZ:
```
61
Properties=species:S:1:pos:R:3:lowdin_charge:R:1
O -1.17 -5.37 1.54 0.042
C -0.13 -5.58 2.37 -0.218
O 0.92 -6.63 2.22 -0.075
C 1.71 -6.82 3.48 -0.110
C 0.70 -5.97 4.47 -0.504
P 1.20 -5.66 6.29 0.548
O 2.48 -6.71 6.83 -0.439
I 2.20 -3.38 6.29 0.456
O 0.23 -4.85 3.63 -0.116
H 2.73 -6.29 3.16 0.164
H 1.78 -7.92 3.89 0.147
H -0.24 -6.68 4.52 0.140
H 2.29 -7.68 6.66 0.064
C 1.25 0.36 4.41 -0.118
O 1.66 -0.82 3.74 -0.244
C 0.58 -1.59 3.20 -0.216
C 0.52 -1.47 1.67 -0.197
N 0.08 -0.14 1.25 -0.048
C 0.32 0.16 -0.17 -0.190
C 1.77 0.06 -0.70 -0.204
O 2.65 1.07 -0.21 -0.181
C 3.15 0.84 1.10 -0.100
H 2.10 0.73 4.99 0.091
H 0.96 1.13 3.70 0.070
H 0.43 0.15 5.11 0.087
H -0.38 -1.33 3.67 0.127
H 0.79 -2.64 3.45 0.062
H -0.19 -2.22 1.28 0.122
H 1.51 -1.71 1.29 0.096
H 0.58 0.56 1.80 0.064
H -0.03 1.19 -0.33 0.093
H -0.33 -0.48 -0.77 0.121
H 1.72 0.22 -1.78 0.117
H 2.20 -0.93 -0.57 0.109
H 3.33 -0.23 1.29 0.090
H 2.48 1.25 1.84 0.064
H 4.10 1.36 1.20 0.088
C -2.04 3.80 -6.75 -0.114
O -1.15 4.40 -5.82 -0.197
C -1.75 5.43 -5.03 -0.200
C -1.97 4.95 -3.58 -0.206
N -3.03 3.94 -3.50 -0.057
C -3.07 3.20 -2.23 -0.189
C -1.80 2.44 -1.80 -0.228
O -1.49 1.30 -2.60 -0.194
C -0.85 1.59 -3.83 -0.093
H -1.45 3.22 -7.47 0.092
H -2.72 3.11 -6.26 0.069
H -2.61 4.55 -7.31 0.087
H -2.68 5.80 -5.47 0.119
H -1.04 6.25 -5.01 0.119
H -2.24 5.81 -2.96 0.121
H -1.02 4.56 -3.22 0.094
H -2.90 3.26 -4.24 0.064
H -3.88 2.47 -2.32 0.120
H -3.35 3.90 -1.43 0.116
H -1.99 2.04 -0.79 0.116
H -0.92 3.08 -1.69 0.111
H -0.15 2.44 -3.74 0.093
H -1.59 1.77 -4.61 0.065
H -0.27 0.71 -4.14 0.089
```

Results
multiplicity: 1
E_LUMO: -0.47 eV
E_tot: -52850.0962 eV
max |F|: 9.96 eV/Å
structure (SMILES): O=C1OC[C@@H](P(O)I)O1.COCCNCCOC.COCCNCCOC



(3)
This record from the Open Molecules 2025 dataset describes a structure of composition C15H35AsCuF6N6O8 in a non-equilibrium geometry. The level of theory is the ωB97M-V functional and the def2-TZVPD basis.

Geometry as XYZ:
```
72
Properties=species:S:1:pos:R:3:mulliken_spin:R:1
Cu 0.06 -0.15 -0.15 0.909
As 3.26 1.61 -1.63 0.000
F 3.87 0.62 -2.93 0.000
F 4.39 2.87 -2.02 0.000
F 2.56 2.55 -0.32 0.000
F 2.16 0.26 -1.11 -0.004
F 4.43 0.94 -0.54 0.000
F 1.93 2.11 -2.66 0.000
N 1.28 -3.22 -0.72 -0.001
O 1.50 -3.24 -1.94 -0.002
O 0.77 -2.21 -0.16 0.055
O 1.54 -4.22 -0.02 0.009
C -1.94 0.51 3.71 0.000
C -1.26 -0.64 3.03 0.000
O -0.86 -0.53 1.88 -0.001
N -1.13 -1.79 3.71 0.000
C -0.59 -2.96 2.96 0.000
H -2.54 1.16 3.07 0.000
H -1.16 1.12 4.16 0.000
H -2.66 0.22 4.48 0.000
H -1.38 -1.93 4.67 0.000
H -1.04 -3.91 3.23 0.000
H 0.49 -3.00 3.13 0.000
H -0.65 -2.80 1.89 -0.001
C 2.89 -1.31 2.91 0.001
C 2.65 0.04 2.27 0.000
O 1.80 0.19 1.40 0.001
N 3.32 1.12 2.71 0.000
C 4.44 1.20 3.64 0.000
H 2.63 -2.08 2.19 0.000
H 2.26 -1.37 3.80 0.000
H 3.92 -1.39 3.26 0.000
H 3.18 1.93 2.12 0.000
H 4.89 2.19 3.55 0.000
H 5.22 0.52 3.28 0.000
H 4.06 1.01 4.64 0.000
C -1.14 0.31 -4.41 0.000
C -0.28 -0.47 -3.48 0.003
O -0.21 -0.16 -2.28 0.005
N 0.35 -1.59 -3.86 -0.002
C 0.17 -2.31 -5.13 0.000
H -1.52 1.19 -3.89 0.000
H -2.02 -0.21 -4.80 0.000
H -0.52 0.66 -5.24 0.000
H 0.80 -2.11 -3.11 -0.001
H -0.64 -2.01 -5.78 0.000
H 0.15 -3.35 -4.81 0.000
H 1.12 -2.25 -5.66 0.000
C 0.34 3.67 1.67 0.001
C -0.24 3.04 0.45 0.005
O -0.40 1.82 0.35 0.020
N -0.64 3.83 -0.55 0.002
C -1.31 3.34 -1.74 0.000
H 0.20 4.75 1.60 0.000
H 1.42 3.54 1.69 0.000
H -0.10 3.32 2.60 0.000
H -0.58 4.83 -0.49 0.000
H -0.57 2.80 -2.34 0.000
H -1.53 4.18 -2.39 0.000
H -2.18 2.71 -1.57 0.000
C -3.19 -2.60 -1.98 0.000
C -3.07 -1.43 -1.01 0.000
O -1.98 -1.03 -0.64 0.000
N -4.22 -0.89 -0.57 0.000
C -4.32 0.03 0.54 0.000
H -4.22 -2.91 -1.83 0.000
H -2.54 -3.41 -1.64 0.000
H -3.05 -2.24 -2.99 0.000
H -5.13 -1.16 -0.90 0.000
H -4.90 0.93 0.33 0.000
H -3.35 0.12 1.03 0.000
H -4.98 -0.31 1.36 0.000
```

Results
multiplicity: 2
E_LUMO (alpha / beta): 0.13 / -1.52 eV
E_tot: -163227.9951 eV
energy above the lowest of the compared OMol25 structures with the same formula, charge and spin: 0.0 kcal/mol
max |F|: 2.14 eV/Å
<S²>: 0.751



(4)
This record from the Open Molecules 2025 dataset describes a cluster of 6 separate species, C15H35BN6O17PS in total in a non-equilibrium geometry. The level of theory is the ωB97M-V functional and the def2-TZVPD basis.

Geometry as XYZ:
```
76
Properties=species:S:1:pos:R:3:lowdin_charge:R:1
C -3.57 0.73 2.07 -0.120
C -3.25 1.36 0.65 -0.208
C -2.45 0.41 -0.35 -0.235
C -3.37 -0.85 -0.70 -0.088
B -0.92 0.04 0.13 -0.891
C -0.67 -0.96 1.41 -0.083
P -1.01 -2.77 1.10 0.586
O -0.08 -3.59 1.99 -0.392
O -0.68 -3.25 -0.49 -0.192
O -2.57 -3.25 1.48 -0.173
O -0.40 1.35 0.64 -0.012
C 0.96 1.52 0.24 -0.286
O 1.33 2.91 0.27 0.002
C 0.93 0.83 -1.21 -0.316
C 2.34 0.18 -1.62 -0.112
O 3.24 0.05 -0.49 -0.234
C 3.25 -1.30 0.02 -0.088
N 0.49 1.82 -2.30 0.163
C 0.17 1.13 -3.30 -0.634
S -0.20 0.08 -4.52 0.668
O -0.09 -0.16 -1.09 0.008
H -3.35 -0.38 2.15 0.049
H -4.68 0.87 2.28 0.054
H -3.03 1.29 2.89 0.045
H -4.26 1.56 0.15 0.100
H -2.76 2.38 0.72 0.110
H -2.34 1.00 -1.32 0.128
H -4.17 -1.03 0.09 0.070
H -3.95 -0.56 -1.64 0.074
H -2.80 -1.78 -0.97 0.059
H 0.45 -0.91 1.64 0.090
H -1.19 -0.65 2.36 0.087
H 0.28 -3.08 -0.59 0.050
H -3.10 -2.44 1.61 0.036
H 1.52 1.00 1.06 0.156
H 1.75 3.06 1.13 0.089
H 2.80 0.85 -2.40 0.113
H 2.20 -0.83 -2.11 0.123
H 3.23 -1.27 1.15 0.102
H 4.19 -1.82 -0.33 0.093
H 2.34 -1.90 -0.29 0.086
C 3.89 1.53 -5.91 0.044
N 3.92 0.13 -5.41 -0.428
O 4.64 -0.66 -5.99 0.058
O 3.21 -0.12 -4.45 0.021
H 4.57 1.61 -6.76 0.095
H 2.87 1.76 -6.21 0.100
H 4.22 2.18 -5.10 0.074
C -1.79 3.60 6.19 0.038
N -1.97 2.51 5.20 -0.433
O -2.59 2.78 4.18 0.069
O -1.48 1.43 5.47 0.062
H -2.28 4.50 5.82 0.093
H -2.25 3.28 7.12 0.096
H -0.72 3.77 6.31 0.098
C 0.50 -3.42 -3.81 0.038
N 0.28 -4.46 -4.85 -0.445
O -0.33 -4.13 -5.85 0.056
O 0.73 -5.57 -4.63 0.051
H 0.05 -2.49 -4.14 0.017
H 0.02 -3.78 -2.89 0.087
H 1.57 -3.31 -3.68 0.104
C 6.17 1.35 -1.19 0.056
N 6.54 2.10 -2.42 -0.437
O 5.72 2.14 -3.32 0.056
O 7.64 2.62 -2.44 0.059
H 5.16 0.94 -1.32 0.074
H 6.89 0.55 -1.06 0.103
H 6.19 2.05 -0.36 0.106
C -5.04 -1.07 6.03 0.046
N -5.91 -0.10 5.30 -0.438
O -5.43 0.45 4.33 0.062
O -7.04 0.06 5.73 0.049
H -4.07 -1.11 5.54 0.098
H -4.94 -0.70 7.05 0.097
H -5.54 -2.04 6.00 0.099
```

Results
multiplicity: 1
E_LUMO: 1.80 eV
E_tot: -80660.4510 eV
max |F|: 4.45 eV/Å
total charge: -1



(5)
This record from the Open Molecules 2025 dataset describes a structure of composition C15H35N4O9PTi in a non-equilibrium geometry. The level of theory is the ωB97M-V functional and the def2-TZVPD basis.

Geometry as XYZ:
```
65
Properties=species:S:1:pos:R:3:mulliken_spin:R:1
O -0.80 1.00 -5.86 -0.001
H -1.27 0.76 -6.67 0.000
Ti -0.87 0.81 -0.94 1.125
N -0.47 2.43 0.17 -0.311
N 0.73 1.66 -1.83 0.295
N -1.74 -0.34 0.42 0.128
N -1.03 -0.87 -1.93 0.191
O -1.29 2.68 1.16 -0.186
O -2.17 0.07 1.67 0.042
O -0.35 -1.10 -3.12 0.043
O 1.07 1.21 -3.01 0.275
C 1.21 2.85 -1.34 -0.239
C 0.56 3.26 -0.15 0.214
C -2.08 -1.60 0.03 0.155
C -1.65 -1.91 -1.28 0.201
C 0.89 4.43 0.70 -0.033
H 1.18 4.11 1.70 0.015
H 0.02 5.09 0.80 0.014
H 1.72 5.00 0.28 0.002
C 2.31 3.58 -2.05 0.032
H 2.02 3.84 -3.08 -0.015
H 3.23 2.99 -2.09 -0.018
H 2.53 4.52 -1.52 0.000
C -2.82 -2.50 0.94 0.015
C -1.79 -3.22 -1.94 -0.009
H -3.42 -1.92 1.64 0.008
H -2.16 -3.17 1.51 0.011
H -3.48 -3.14 0.34 -0.002
H -1.03 -3.31 -2.72 0.004
H -2.79 -3.30 -2.39 0.011
H -1.68 -4.04 -1.21 0.002
H -1.87 1.03 1.74 0.012
H 0.25 -0.28 -3.25 0.002
C -1.74 1.56 -4.94 0.000
H -1.14 2.23 -4.32 -0.001
H -2.20 0.77 -4.32 0.004
H -2.55 2.15 -5.41 0.001
O -2.72 1.74 -1.25 0.017
H -3.53 1.23 -1.03 0.003
H -2.74 2.60 -0.78 0.005
C 2.19 -3.80 0.47 0.000
C 0.94 -3.06 0.15 0.015
O 1.05 -1.58 0.02 0.014
P 1.74 -0.33 0.84 -0.011
O 2.77 -1.13 1.82 0.000
C 2.48 -1.81 3.10 0.001
C 1.10 -2.38 3.22 0.001
O 0.61 0.27 1.91 -0.024
C 1.00 0.79 3.20 0.001
C 0.24 2.01 3.63 0.003
H 2.78 -3.95 -0.44 0.000
H 1.90 -4.80 0.81 0.000
H 2.81 -3.30 1.21 0.000
H 0.56 -3.36 -0.83 -0.007
H 0.15 -3.27 0.87 -0.003
H 3.24 -2.59 3.15 0.000
H 2.66 -1.08 3.89 0.000
H 1.03 -3.35 2.73 0.001
H 0.89 -2.52 4.28 0.000
H 0.33 -1.69 2.83 -0.002
H 0.88 0.00 3.96 -0.001
H 2.07 1.05 3.19 0.000
H -0.83 2.01 3.43 0.000
H 0.37 2.08 4.72 0.001
H 0.67 2.92 3.20 -0.001
```

Results
multiplicity: 3
E_LUMO (alpha / beta): -0.03 / -0.21 eV
E_tot: -72909.3308 eV
energy above the lowest of the compared OMol25 structures with the same formula, charge and spin: 7.9 kcal/mol
max |F|: 2.15 eV/Å
<S²>: 2.487



(6)
This record from the Open Molecules 2025 dataset describes a cluster of 5 separate species, C15H35N5O5 in total in a non-equilibrium geometry. The level of theory is the ωB97M-V functional and the def2-TZVPD basis.

Geometry as XYZ:
```
60
Properties=species:S:1:pos:R:3:lowdin_charge:R:1
C 3.04 4.19 4.22 -0.067
N 4.36 3.71 4.54 -0.210
C 4.47 2.36 5.00 -0.056
C 5.47 4.45 4.30 -0.344
O 6.61 4.06 4.41 0.022
H 3.03 5.25 3.97 0.086
H 2.37 3.95 5.05 0.089
H 2.63 3.69 3.33 0.082
H 4.19 1.64 4.21 0.093
H 5.49 2.13 5.26 0.085
H 3.79 2.17 5.83 0.089
H 5.20 5.48 3.99 0.134
C 2.61 -2.59 -1.35 -0.050
N 3.08 -1.52 -2.19 -0.187
C 3.59 -1.81 -3.52 -0.042
C 3.10 -0.25 -1.74 -0.357
O 3.46 0.71 -2.39 0.019
H 2.17 -3.40 -1.94 0.070
H 1.84 -2.21 -0.68 0.070
H 3.44 -3.13 -0.87 0.096
H 4.68 -1.69 -3.54 0.095
H 3.39 -2.83 -3.82 0.078
H 3.17 -1.13 -4.26 0.089
H 2.76 -0.17 -0.69 0.129
C -6.04 2.71 -1.68 -0.057
N -6.36 1.42 -1.11 -0.204
C -7.67 0.87 -1.30 -0.067
C -5.45 0.77 -0.32 -0.339
O -5.58 -0.38 0.04 0.015
H -5.10 3.08 -1.28 0.084
H -6.83 3.44 -1.43 0.085
H -5.97 2.65 -2.77 0.088
H -8.37 1.64 -1.64 0.083
H -7.69 0.08 -2.06 0.091
H -8.07 0.45 -0.38 0.090
H -4.62 1.44 -0.05 0.110
C 0.00 -0.37 1.58 -0.047
N -0.54 0.88 1.10 -0.199
C 0.07 2.09 1.57 -0.057
C -1.67 0.92 0.37 -0.332
O -2.25 1.94 0.02 -0.005
H -0.25 -0.53 2.63 0.094
H 1.09 -0.29 1.55 0.078
H -0.36 -1.17 0.93 0.053
H -0.30 2.94 1.01 0.086
H -0.19 2.25 2.62 0.095
H 1.16 2.07 1.49 0.080
H -2.02 -0.09 0.11 0.141
C -0.37 -4.08 -3.68 -0.060
N -0.34 -4.17 -2.24 -0.213
C -0.22 -5.49 -1.67 -0.052
C -0.71 -3.12 -1.46 -0.339
O -0.61 -3.07 -0.26 0.007
H -1.15 -4.73 -4.09 0.092
H 0.59 -4.37 -4.11 0.086
H -0.59 -3.05 -3.97 0.086
H -0.12 -5.40 -0.59 0.088
H -1.09 -6.11 -1.89 0.095
H 0.66 -6.00 -2.06 0.091
H -1.01 -2.26 -2.10 0.140
```

Results
multiplicity: 1
E_LUMO: 0.42 eV
E_tot: -33810.4549 eV
energy above the lowest of the compared OMol25 structures with the same formula, charge and spin: 56.5 kcal/mol
max |F|: 1.11 eV/Å
structure (SMILES): CN(C)C=O.CN(C)C=O.CN(C)C=O.CN(C)C=O.CN(C)C=O



- Number 5 is which compound?
  C15H35N4O9PTi



- Among the records above, which one has the highest E_tot?
  C15H35N5O5



- Look up the multiplicity of the fourth one.
  1